ORCA calculation (ωB97M-V/def2-TZVPD) on a structure of composition C30H41N5O6P2S3V in a non-equilibrium geometry.

Geometry (Å):
C1 -3.4643 1.1985 -3.3942
O1 -0.4180 -0.4058 -1.6882
H1 -0.1192 -3.0184 -2.5149
H2 5.2086 -1.4976 -3.0048
H3 -2.3251 -5.1821 3.0240
N1 4.1433 3.5518 6.4217
H4 2.0377 3.2862 3.7210
H5 -2.9470 0.8428 0.0012
H6 -0.5205 0.4608 5.3490
C2 3.8702 2.8286 5.5791
H7 6.4739 -1.0238 -1.8512
P1 -1.6510 -0.8463 1.1315
C3 3.9350 -0.0866 3.2657
H8 4.4618 -1.0195 3.1301
H9 -5.5116 0.6723 -3.6703
H10 6.6171 1.4518 -1.9016
H11 0.2586 0.7571 3.7903
H12 -2.5398 -1.2583 -4.9135
O2 -2.2386 0.7326 -2.7786
C4 -1.7087 -3.4672 1.8962
H13 -0.8686 -1.1982 -4.3159
C5 3.5318 1.9624 4.5071
H14 -1.1306 4.4675 -1.7813
C6 5.1482 0.3155 5.3358
V1 0.8704 0.2552 -0.1939
C7 -2.0797 -2.6771 -3.3445
H15 -3.9777 2.6557 -1.8726
H16 4.9384 -1.7190 -1.2693
H17 -3.6378 -4.3744 2.1541
H18 -0.6331 -3.6169 0.0439
C8 2.1679 3.9204 -2.2060
H19 -0.7955 -3.2806 2.4760
H20 0.9484 5.6607 -2.4959
H21 -2.9768 -3.2713 -3.5448
H22 -4.9083 0.3020 -2.0613
C9 5.4003 -1.0734 -2.0185
N2 1.0707 1.9696 -1.3588
O3 -0.1955 -1.0013 0.8071
H23 -2.9771 -3.6580 3.6307
C10 3.5316 0.5300 -1.8578
C11 -0.9476 -3.5969 -2.9185
H24 -3.2451 1.2087 -4.4687
C12 -2.7260 -0.2081 -0.1925
H25 -2.8514 -0.5869 5.3985
H26 -4.5180 3.0595 -3.4982
C13 2.5598 2.3496 3.5969
H27 3.0718 4.3943 -2.5465
C14 2.9797 0.3211 2.3367
S1 1.1118 1.9330 1.2999
C15 2.1842 2.5960 -1.7647
S2 2.6902 -0.5446 0.8599
O4 -2.3237 -2.1813 1.5754
C16 4.6636 2.4369 -1.7355
H28 -4.4656 -0.7245 -3.4349
H29 -1.2324 -1.2067 3.6551
C17 -2.7305 -4.2175 2.7325
C18 4.2035 0.7247 4.3583
N3 3.3939 1.8887 -1.7370
C19 -1.6651 -0.1979 3.6718
H30 -0.9571 -5.1667 0.8372
C20 -1.7017 -1.8546 -4.5619
C21 -4.6540 0.2975 -3.1185
H31 -0.5960 -4.1534 -3.7828
H32 -1.3952 -2.5123 -5.3704
C22 2.2732 1.5182 2.5173
C23 -3.7051 2.6275 -2.9247
S3 2.2684 -0.5885 -1.9970
N4 4.8435 0.2496 -1.9246
C24 -3.0027 -0.2206 4.3865
C25 -0.0799 2.6417 -1.4110
H33 -0.9574 2.0922 -1.0877
P2 -1.8928 -0.4523 -1.7996
O5 -1.8654 0.2161 2.2817
C26 -1.3693 -4.1879 0.6072
H34 -1.2841 -4.3098 -2.1726
C27 0.9769 4.6221 -2.2033
N5 5.8944 -0.0288 6.1307
H35 -3.6543 -0.7759 -0.1646
H36 -3.4235 0.7806 4.4332
H37 -3.7035 -0.8781 3.8793
C28 -0.6902 0.7654 4.3202
O6 -2.4998 -1.8338 -2.2352
C29 5.5479 1.4202 -1.8514
H38 -1.0979 1.7737 4.3043
C30 -0.1783 3.9608 -1.8060
H39 4.8481 3.4863 -1.6332
H40 -2.2733 -4.3098 0.0127
H41 -2.8135 3.2267 -3.0807

- charge = +2
- E (eV) = -128275.9236
- spin multiplicity = 2
- <S²> = 1.220

ORCA calculation (ωB97M-V/def2-TZVPD) on a cluster of 4 separate species, C30H41N6O6 in total in a non-equilibrium geometry.

Geometry (Å):
H1 2.9587 -0.5713 -3.0284
H2 -6.0611 -1.4125 -2.8825
C1 -10.2064 3.0185 -2.6693
O1 8.4378 5.1607 4.7266
N1 -6.2859 -2.8169 -1.2218
H3 6.1298 3.0622 3.2932
H4 9.0440 4.6938 7.0642
C2 -2.1479 -0.8711 -2.0049
C3 -9.2477 0.9349 -1.9101
H5 -9.6552 3.0986 0.6890
O2 -10.7910 3.3551 -4.8898
H6 -8.8867 -0.0702 -2.1167
H7 9.8123 1.4946 4.2350
C4 -3.6899 -1.4995 -0.1334
H8 1.3036 0.2143 -2.3451
C5 4.5936 1.5703 3.0494
H9 -10.5251 4.5246 -1.1310
O3 -11.1313 4.9916 -3.4686
H10 -3.7223 -0.4924 0.4748
C6 4.2469 0.3487 2.4688
H11 -0.6491 -2.5196 -2.8524
C7 10.3469 1.5989 7.5901
H12 -1.4480 -1.3533 0.2504
C8 -9.2222 1.4298 -0.6051
H13 -1.9039 0.2891 -1.8805
C9 10.3214 1.1041 6.2851
H14 -8.8443 0.8059 0.2030
C10 -9.6797 2.7195 -0.3304
H15 7.7937 1.8448 1.9149
H16 3.6731 -3.2010 -1.6876
H17 2.0373 -4.2394 -1.5564
H18 -6.5789 -4.6307 -2.5596
C11 -10.1722 3.5218 -1.3615
H19 -1.0279 -3.5829 -0.8861
H20 -4.0776 -2.4300 0.4622
C12 9.3627 3.1876 5.5260
N2 8.8225 4.0167 4.4419
N3 4.8210 -1.6054 1.0516
H21 -0.9814 -0.4678 -5.2230
H22 0.9249 -2.3299 -4.3483
C13 9.8894 2.8886 7.8648
C14 9.8285 1.8960 5.2461
H23 -5.1917 -3.4016 -3.0819
H24 0.7024 -2.1296 -1.1739
C15 5.1867 -0.3318 1.6831
H25 -2.1690 -2.1318 -3.9992
H26 2.3955 -1.4560 -0.6903
H27 3.8701 2.1078 3.6584
C16 1.0440 -1.1719 -4.1750
C17 1.7703 -1.8988 -1.6058
O4 5.6862 -2.1863 0.3796
H28 -0.5550 0.5161 -3.6519
H29 -9.7568 1.3255 -3.9602
N4 -4.4249 -1.2630 -1.4620
H30 3.2497 -0.0535 2.6349
C18 1.8084 -0.7585 -2.7842
C19 -5.9420 -1.4179 -1.6984
C20 9.3969 3.6909 6.8337
N5 -10.7466 3.8476 -3.7533
H31 9.9139 3.2678 8.8842
C21 -1.3742 -1.6809 -3.2400
H32 1.5468 -0.7192 -5.1441
H33 7.2103 -0.3222 0.8823
C22 -0.5084 -0.5640 -4.1339
H34 -4.9117 -4.5504 -1.6065
C23 -2.1249 -1.7785 -0.6043
O5 8.7781 3.5242 3.3055
C24 5.8665 2.1056 2.8451
H35 -4.0559 -0.6699 -3.6864
H36 -2.3096 -3.7157 0.2034
C25 6.8032 1.4219 2.0683
C26 -5.7452 -3.8876 -2.1431
H37 -7.3004 -2.9333 -1.0072
H38 2.4517 -3.3967 -3.2039
H39 10.6825 0.0990 6.0785
N6 -2.0392 -3.2917 -0.7343
O6 3.6673 -2.0246 1.2230
C27 2.5488 -3.2936 -2.0315
C28 -9.7406 1.7269 -2.9491
H40 10.7248 0.9750 8.3983
C29 -3.7175 -0.8921 -2.5817
C30 6.4691 0.1982 1.4850
H41 -6.5718 -0.5620 -1.2058

- charge = +1
- E (eV) = -52979.3836

ORCA calculation (ωB97M-V/def2-TZVPD) on a structure of composition C30H42AsN3ORuS4 in a non-equilibrium geometry.

Geometry (Å):
C1 0.6417 2.7335 0.5733
H1 3.5400 1.0519 5.5483
O1 0.1102 1.6112 0.4163
S1 0.5224 -2.0087 1.8747
C2 1.4790 -1.0295 2.9759
C3 -2.6240 1.6153 -0.7950
C4 2.9098 -3.6347 -2.6770
H2 -1.7104 3.0213 2.2748
H3 -2.4366 -4.0667 -2.9343
S2 -0.6373 -2.9450 -1.0731
H4 -1.5524 0.2614 2.2305
C5 0.7918 -4.0431 -1.3692
As1 -2.1483 -0.1679 -0.1472
S3 0.7606 -0.3770 -2.5000
H5 0.8161 2.4200 -2.0116
H6 0.8507 -4.6327 -0.4532
C6 -3.7140 0.1336 2.4093
H7 -3.8417 -0.9577 -1.8042
H8 2.3361 3.3109 -2.1830
N1 0.2251 3.5359 1.5809
C7 4.1262 -2.9762 -2.7740
H9 -3.8399 -2.7095 0.7332
H10 0.7480 5.4106 2.3871
H11 2.3348 1.6730 -1.5068
H12 2.0382 -0.7775 6.3206
H13 0.5351 -4.6957 -2.2012
H14 0.6852 -2.0350 4.6881
C8 -3.7762 -1.0916 -0.7229
H15 3.7643 1.4839 3.1226
H16 0.7579 5.3274 0.6146
H17 -1.8137 2.2793 -0.5164
C9 -2.0673 -1.5160 -5.1239
C10 -1.0719 -0.8070 -4.4695
H18 -3.3045 -3.2786 -5.1167
H19 4.7909 -3.1688 -3.6073
H20 -0.5512 3.5578 3.5070
C11 -2.0644 -3.1482 -3.3739
H21 -0.3943 1.9468 2.7910
C12 2.3799 -0.0535 2.5585
C13 2.1240 -0.5507 5.2651
C14 3.9616 -0.9605 0.4153
H22 -4.0515 3.2115 -0.7714
H23 -4.5790 -0.5112 -0.2721
C15 3.5889 -1.8504 -0.7392
H24 2.6868 4.0415 1.3612
C16 1.7814 2.6142 -1.5550
H25 -3.8693 1.2089 2.3577
H26 -2.4645 -1.1372 -6.0575
H27 5.4352 -1.5644 -1.8029
H28 -0.6756 0.1093 -4.8902
N2 1.6074 3.2291 -0.2510
C17 1.3742 -1.2708 4.3498
H29 -2.1894 -1.3369 1.9928
H30 -4.9216 -2.9104 -0.6439
H31 -2.5863 1.5082 -1.8818
H32 -3.7275 -0.1488 3.4630
H33 4.1191 -1.5524 1.3154
C18 2.8059 3.8572 0.2968
H34 3.6603 3.1893 0.1631
C19 -0.5546 -1.2553 -3.2499
N3 2.4090 -2.4419 -0.6836
C20 2.9748 0.4614 4.8387
S4 2.6753 0.2765 0.8375
H35 4.8680 -0.4067 0.1844
C21 3.0989 0.7074 3.4819
H36 -4.0761 2.2547 0.7035
H37 3.0190 4.7993 -0.2101
C22 -2.3817 -0.2854 1.7920
C23 -3.9704 2.1980 -0.3761
C24 -2.5510 -2.7058 -4.5918
C25 -1.0846 -2.4159 -2.7034
C26 -0.6622 2.9807 2.5897
C27 0.2497 4.9924 1.5117
H38 -0.7748 5.3702 1.4894
H39 2.6013 -4.3647 -3.4158
H40 -4.8109 1.6283 -0.7696
H41 -3.1957 -3.1893 -0.8339
C28 -3.9325 -2.5612 -0.3448
Ru1 0.4152 -0.7048 -0.1564
C29 2.0875 -3.3321 -1.6033
H42 -4.5614 -0.3565 1.9279
C30 4.4815 -2.0779 -1.7792

- charge = +1
- energy relative to the best compared isomer or geometry (same formula, charge and spin) (kJ/mol) = 330.7
- spin multiplicity = 2
- <S²> = 0.824